[1]
{
  "formula": "C6H14N2O2",
  "method": "ωB97M-V with the def2-TZVPD basis set",
  "symbols": ["C", "C", "C", "O", "N", "H", "H", "H", "H", "H", "H", "H", "C", "C", "C", "O", "N", "H", "H", "H", "H", "H", "H", "H"],
  "xyz": [[2.1348, 0.8495, 0.0334], [0.2872, -1.4387, -2.3194], [1.4895, -0.3812, -0.4060], [1.2893, -1.4134, 0.1687], [1.2229, -0.4850, -1.8500], [2.2055, 1.0106, 1.1154], [1.7435, 1.8096, -0.3264], [1.3316, 0.3667, -2.4026], [0.5118, -1.7704, -3.3491], [3.1677, 0.9483, -0.3302], [0.3384, -2.3012, -1.6660], [-0.7795, -1.1372, -2.3230], [-1.2672, 1.8597, -0.0225], [-1.1861, -1.2417, 2.2536], [-1.1041, 0.1556, 1.7391], [-0.7253, 1.0666, 2.4455], [-1.6873, 0.5539, 0.4970], [-2.0224, -0.1763, -0.1145], [-0.8590, 1.7332, -1.0328], [-1.3515, -1.1767, 3.3322], [-2.1221, 2.5233, -0.0102], [-0.4374, 2.3006, 0.5165], [-1.9619, -1.9000, 1.8585], [-0.2183, -1.7559, 2.1931]],
  "forces_ev_per_angstrom": [[0.994, 2.300, 0.723], [0.339, -1.316, -0.508], [0.580, -1.463, -0.985], [-0.252, 0.524, 0.671], [-1.289, 1.293, 0.169], [-0.300, -0.733, -0.141], [-0.636, -0.514, -0.288], [0.284, -0.118, -0.117], [0.024, 0.495, 0.245], [-0.031, -0.735, -0.093], [-0.012, -0.166, 0.218], [0.325, 0.561, 0.121], [-0.266, -0.731, -0.608], [0.218, -0.868, 0.561], [-1.719, 1.661, -0.279], [0.900, -0.431, 0.048], [1.870, -0.955, 1.106], [-0.070, 0.244, -0.095], [-0.499, 0.063, -0.303], [-0.131, 0.207, -0.157], [0.064, 0.381, -0.267], [-0.295, -0.172, 0.683], [0.068, 0.281, -0.360], [-0.164, 0.194, -0.345]],
  "homo_energy_ev": [-13.26, -12.93],
  "total_charge": 1,
  "spin_multiplicity": 2
}

[2]
{
  "formula": "C36H47N7O3PtS3Si",
  "method": "ωB97M-V with the def2-TZVPD basis set",
  "symbols": ["Pt", "C", "C", "C", "C", "C", "C", "C", "S", "O", "O", "N", "C", "C", "C", "C", "C", "N", "H", "H", "H", "H", "H", "H", "H", "H", "H", "H", "H", "C", "Si", "C", "C", "C", "C", "C", "C", "N", "C", "S", "H", "H", "H", "H", "H", "H", "H", "H", "H", "H", "H", "H", "C", "C", "N", "C", "S", "N", "C", "C", "H", "H", "H", "H", "H", "H", "H", "H", "H", "H", "H", "H", "C", "N", "N", "C", "O", "C", "C", "C", "C", "C", "C", "C", "C", "C", "H", "H", "H", "H", "H", "H", "H", "H", "H", "H", "H", "H"],
  "xyz": [[-0.1946, 0.4758, -0.0592], [-4.7013, -0.1838, 6.5300], [-3.5233, 0.2156, 5.7068], [-3.1697, 1.5564, 5.5621], [-2.0716, 1.9243, 4.8059], [-1.3262, 0.9377, 4.1913], [-1.6590, -0.3989, 4.3074], [-2.7607, -0.7575, 5.0606], [0.1002, 1.3694, 3.2293], [0.7895, 2.5016, 3.7559], [0.8625, 0.1366, 3.0633], [-0.4968, 1.7172, 1.7266], [-0.2029, 2.9186, 1.1581], [-0.2420, 4.1669, 1.7909], [0.1651, 5.2709, 1.0748], [0.5430, 5.1352, -0.2584], [0.4999, 3.8796, -0.8271], [0.1447, 2.8023, -0.1373], [-4.9780, 0.6015, 7.2266], [-4.4928, -1.0932, 7.0883], [-5.5526, -0.3824, 5.8775], [-3.7552, 2.3186, 6.0532], [-1.7766, 2.9569, 4.7044], [-1.0362, -1.1395, 3.8320], [-3.0239, -1.7999, 5.1660], [-0.5543, 4.2370, 2.8181], [0.2115, 6.2391, 1.5489], [0.8680, 5.9850, -0.8346], [0.7845, 3.7153, -1.8566], [0.8329, -5.8399, 3.0228], [1.0934, -3.9847, 3.3904], [2.8566, -3.4774, 2.9220], [0.6254, -3.6748, 5.2128], [-0.2421, -3.0985, 2.3245], [-1.5532, -3.5677, 2.3988], [-2.5793, -2.9710, 1.6872], [-2.2783, -1.8806, 0.8850], [-1.0428, -1.4247, 0.7983], [-0.0400, -1.9968, 1.4882], [1.4652, -1.1726, 1.2500], [1.6157, -6.4185, 3.5022], [0.8659, -6.0573, 1.9600], [-0.1143, -6.1978, 3.4128], [3.5674, -4.1539, 3.3882], [3.0921, -2.4717, 3.2556], [3.0166, -3.5240, 1.8483], [1.2815, -4.2524, 5.8576], [-0.3918, -3.9935, 5.4239], [0.7193, -2.6314, 5.4982], [-1.7715, -4.4158, 3.0282], [-3.5937, -3.3293, 1.7568], [-3.0383, -1.3726, 0.3030], [-1.2892, 0.4446, -5.5613], [-0.5316, 0.9348, -4.3335], [-1.2329, 2.0140, -3.6676], [-1.9435, 1.9095, -2.5498], [-2.1282, 0.4019, -1.7447], [-2.5717, 2.9885, -2.0892], [-3.4296, 3.0075, -0.9218], [-4.8678, 2.6325, -1.2636], [-0.7270, -0.3574, -6.0296], [-1.4183, 1.2448, -6.2868], [-2.2672, 0.0634, -5.2802], [0.4542, 1.3112, -4.6235], [-0.3983, 0.1238, -3.6127], [-1.2709, 2.8906, -4.1742], [-2.5663, 3.8281, -2.6526], [-3.3921, 4.0150, -0.5040], [-3.0166, 2.3063, -0.1889], [-5.3178, 3.3629, -1.9310], [-5.4499, 2.6009, -0.3488], [-4.9076, 1.6551, -1.7362], [5.2559, -0.2440, -4.0247], [4.1707, 0.3412, -3.2830], [2.9732, -0.2997, -3.1096], [2.2596, 0.3496, -2.1312], [1.0741, 0.0085, -1.8660], [3.0843, 1.3943, -1.6661], [4.2559, 1.3479, -2.3915], [5.4610, 2.2056, -2.3139], [2.4203, -1.1962, -4.0490], [2.5347, -0.9320, -5.4099], [1.9580, -1.7975, -6.3214], [1.2522, -2.9049, -5.8803], [1.1213, -3.1483, -4.5229], [1.7104, -2.3026, -3.6002], [4.9094, -1.1598, -4.4981], [6.0853, -0.4812, -3.3548], [5.6164, 0.4417, -4.7920], [2.8367, 2.0745, -0.8792], [5.3126, 3.0042, -1.5931], [5.6947, 2.6447, -3.2848], [6.3234, 1.6161, -2.0024], [3.0662, -0.0590, -5.7533], [2.0550, -1.5963, -7.3755], [0.8081, -3.5794, -6.5952], [0.5698, -4.0094, -4.1784], [1.6249, -2.4958, -2.5431]],
  "forces_ev_per_angstrom": [[-0.647, -0.071, -0.461], [-0.126, -0.021, -0.006], [0.145, 0.006, -0.097], [0.052, -0.043, -0.066], [-0.006, 0.123, 0.008], [0.509, 0.162, -0.408], [-0.017, -0.189, -0.024], [0.076, 0.225, -0.033], [0.038, -0.781, 0.367], [-0.192, 0.156, 0.186], [-0.312, 0.468, 0.758], [0.056, -1.555, -0.529], [0.292, 1.774, -0.449], [-0.039, -0.231, -0.158], [0.035, -0.015, -0.144], [-0.053, -0.066, 0.056], [0.056, 0.206, -0.237], [-0.043, -0.573, 0.629], [-0.077, 0.024, 0.062], [-0.024, -0.047, 0.060], [-0.092, -0.005, 0.047], [-0.048, 0.064, 0.086], [-0.031, 0.165, 0.086], [0.003, -0.114, 0.020], [-0.009, -0.105, 0.041], [0.037, 0.080, 0.063], [-0.093, 0.091, 0.061], [0.046, 0.075, -0.083], [0.029, -0.036, -0.114], [0.116, 0.864, 0.096], [0.071, -0.838, 0.385], [-0.616, -0.031, 0.236], [0.304, 0.064, -0.804], [0.655, 0.139, 0.009], [-0.175, 0.052, -0.116], [0.133, -0.050, 0.100], [-0.248, -0.059, -0.100], [0.311, 0.501, -0.287], [-0.190, -0.464, 0.174], [-0.034, 0.261, -0.820], [0.168, -0.090, 0.118], [0.023, -0.014, -0.208], [-0.199, -0.053, 0.075], [0.028, -0.177, 0.141], [0.054, 0.151, 0.064], [0.000, -0.066, -0.138], [0.144, -0.112, 0.076], [-0.183, -0.072, -0.059], [0.030, 0.205, 0.020], [-0.073, -0.151, 0.112], [-0.092, -0.032, -0.028], [0.045, 0.044, 0.032], [0.153, 0.114, 0.207], [0.086, -0.593, -0.390], [-0.086, 0.363, 0.238], [-0.083, 0.447, -0.335], [0.491, -0.310, 0.751], [0.296, 0.003, -0.275], [-0.473, -0.111, 0.385], [0.231, 0.085, 0.121], [0.049, -0.101, -0.100], [-0.044, 0.043, -0.110], [-0.111, -0.045, 0.018], [-0.036, -0.076, 0.113], [0.089, 0.257, -0.182], [-0.024, -0.033, 0.123], [0.088, -0.058, -0.011], [0.094, -0.058, 0.016], [-0.062, 0.259, -0.092], [-0.043, 0.063, -0.066], [-0.175, -0.010, 0.097], [-0.016, -0.109, -0.026], [0.579, -0.300, -0.191], [-0.062, 0.526, 0.103], [-0.319, 0.058, 0.650], [0.668, 0.343, -0.061], [-0.744, -0.227, 0.659], [0.050, -0.162, 0.029], [-0.398, -0.107, -0.156], [0.167, -0.072, 0.020], [-0.214, -0.288, -0.540], [-0.083, -0.026, 0.162], [0.001, -0.019, -0.007], [-0.036, -0.025, -0.061], [-0.007, -0.015, -0.003], [0.172, 0.110, 0.031], [0.101, 0.081, 0.032], [-0.071, -0.049, -0.040], [-0.094, -0.030, -0.008], [-0.027, 0.206, 0.164], [-0.017, -0.007, 0.009], [-0.020, -0.001, 0.015], [0.086, 0.026, 0.034], [0.077, 0.149, -0.038], [0.018, -0.006, -0.155], [-0.057, -0.062, -0.068], [-0.039, -0.081, 0.025], [0.005, 0.006, 0.110]],
  "homo_energy_ev": [-13.28, -13.28],
  "total_charge": 2,
  "spin_multiplicity": 5
}

[3]
{
  "formula": "C8H10N6",
  "method": "ωB97M-V with the def2-TZVPD basis set",
  "symbols": ["C", "C", "C", "C", "C", "C", "C", "C", "H", "H", "H", "H", "H", "H", "H", "H", "H", "H", "N", "N", "N", "N", "N", "N"],
  "xyz": [[1.6723, 0.1342, 0.7640], [-0.5627, 1.8140, -0.0763], [-0.4478, 0.4232, -0.5700], [-1.3113, -0.0910, -1.5526], [-1.1726, -1.3906, -1.9997], [-0.2180, -2.2413, -1.4114], [0.6177, -1.7359, -0.4513], [0.5526, -0.4152, -0.1151], [1.0535, -2.1389, 1.9357], [1.8715, -0.9473, 3.4061], [3.5193, -0.4957, 1.6046], [0.7902, 3.1019, 0.7271], [-3.3844, 3.2864, -0.5881], [-2.9900, 1.7106, 0.0002], [-2.1531, 0.5791, -1.7885], [-1.6960, -1.8825, -2.8804], [-0.1133, -3.4592, -1.6200], [1.1630, -2.4872, 0.2303], [2.1914, -1.6580, 2.4795], [2.5434, -0.7759, 1.3190], [1.5178, 1.3802, 0.9700], [0.6982, 2.1223, 0.3116], [-1.4295, 2.7031, -0.0992], [-2.7124, 2.4636, -0.5957]],
  "forces_ev_per_angstrom": [[-4.335, -0.433, -0.898], [0.589, -2.767, -1.328], [-1.464, -0.828, -1.000], [-0.978, 0.535, 0.552], [0.149, -1.778, -1.669], [-0.022, -2.906, -0.354], [0.053, -2.788, 1.008], [2.476, 0.761, 1.713], [4.154, 1.847, 3.012], [0.560, -2.422, -3.463], [-1.674, 0.302, -1.034], [-0.528, -1.561, -1.251], [1.779, -1.357, 0.645], [-1.499, -0.350, 0.010], [0.545, -0.618, -0.593], [0.067, 1.239, 1.347], [-0.618, 3.588, 0.198], [-0.160, 1.465, -1.726], [-5.529, 1.397, -0.745], [3.104, -0.651, 2.289], [4.363, -1.331, 2.249], [0.251, 5.712, 1.388], [-0.837, 2.884, 0.137], [-0.446, 0.059, -0.490]],
  "homo_energy_ev": -7.79
}

[4]
{
  "formula": "C24H33N3O5S",
  "method": "ωB97M-V with the def2-TZVPD basis set",
  "symbols": ["C", "C", "O", "C", "C", "C", "C", "C", "C", "C", "C", "C", "O", "N", "C", "C", "C", "S", "O", "O", "N", "C", "C", "C", "C", "O", "N", "C", "C", "C", "C", "C", "C", "H", "H", "H", "H", "H", "H", "H", "H", "H", "H", "H", "H", "H", "H", "H", "H", "H", "H", "H", "H", "H", "H", "H", "H", "H", "H", "H", "H", "H", "H", "H", "H", "H"],
  "xyz": [[5.7850, 1.8242, 1.1287], [5.5688, 0.6368, 2.0619], [4.2190, 0.2140, 2.1014], [3.2936, 0.8967, 2.8186], [3.5943, 1.9910, 3.6255], [2.6113, 2.6363, 4.3532], [1.2983, 2.2024, 4.2899], [0.9872, 1.1193, 3.4960], [1.9543, 0.4411, 2.7457], [1.4937, -0.6766, 1.9550], [2.2120, -1.4980, 1.1693], [1.6310, -2.5805, 0.4351], [2.4736, -3.4962, -0.0738], [1.7744, -4.4531, -0.7320], [0.5055, -4.1499, -0.6511], [-0.5391, -5.0124, -1.2484], [0.3398, -2.9443, 0.0871], [-1.1627, -2.0459, 0.3352], [-1.4252, -1.8821, 1.7375], [-2.1954, -2.6791, -0.4437], [-0.7218, -0.5487, -0.2675], [-1.5147, 0.5590, 0.2203], [-2.8947, 0.5925, -0.4352], [-2.7703, 0.6873, -1.9655], [-2.2417, 2.0638, -2.3640], [-1.0509, 2.2828, -2.5091], [-3.1475, 3.0611, -2.5288], [-4.5843, 2.9332, -2.4081], [-5.2739, 2.5983, -3.7319], [-2.6174, 4.3566, -2.9320], [-2.2510, 4.4134, -4.4124], [-1.8574, -0.4400, -2.4703], [-0.5364, -0.5104, -1.7024], [5.4372, 1.5736, 0.1298], [6.8433, 2.0661, 1.0844], [5.2363, 2.6976, 1.4722], [5.9413, 0.8527, 3.0703], [6.1091, -0.2344, 1.6797], [4.6075, 2.3524, 3.7011], [2.8788, 3.4809, 4.9706], [0.5291, 2.7042, 4.8564], [-0.0319, 0.7657, 3.4448], [0.4340, -0.8693, 2.0385], [3.2820, -1.4153, 1.0732], [-1.3655, -4.4044, -1.6048], [-0.9275, -5.6871, -0.4865], [-0.1104, -5.6034, -2.0527], [-1.6143, 0.4322, 1.2987], [-0.9610, 1.4786, 0.0105], [-3.4634, 1.4350, -0.0356], [-3.4147, -0.3347, -0.1822], [-3.7533, 0.5333, -2.4167], [-4.8266, 2.1719, -1.6662], [-4.9731, 3.8849, -2.0326], [-5.1735, 3.4175, -4.4382], [-4.8395, 1.7059, -4.1758], [-6.3326, 2.4222, -3.5593], [-3.3586, 5.1213, -2.6925], [-1.7140, 4.5397, -2.3430], [-1.8444, 5.3927, -4.6505], [-3.1179, 4.2329, -5.0425], [-1.4968, 3.6617, -4.6269], [-1.6420, -0.2956, -3.5304], [-2.3857, -1.3861, -2.3409], [0.0132, -1.4106, -1.9867], [0.0702, 0.3691, -1.9306]],
  "forces_ev_per_angstrom": [[-0.227, -0.276, 0.231], [0.460, 0.228, -0.130], [-0.384, -0.050, 0.045], [-0.318, 0.070, 0.136], [0.294, -0.073, -0.098], [-0.156, -0.078, -0.032], [-0.007, 0.152, 0.122], [0.213, -0.081, -0.112], [0.348, 0.412, 0.226], [0.230, -0.528, -0.430], [0.282, 0.221, 0.242], [-0.839, -0.274, -0.204], [-0.035, 0.966, 0.663], [-0.641, -0.932, -0.658], [0.335, 0.164, 0.098], [-0.012, -0.166, -0.119], [0.103, 0.474, 0.089], [0.643, 0.014, -0.098], [0.022, 0.175, 0.072], [0.225, -0.021, -0.049], [-0.124, -1.054, 0.552], [-0.447, 0.274, 0.469], [0.077, 0.130, -0.011], [0.063, -0.091, -0.081], [-0.580, -0.269, 0.081], [0.480, -0.023, -0.062], [0.039, 0.349, 0.079], [-0.298, -0.236, -0.157], [0.047, 0.090, 0.274], [0.314, 0.115, -0.134], [-0.032, -0.016, 0.216], [0.059, 0.199, -0.025], [0.164, -0.173, -0.731], [-0.001, -0.003, -0.098], [0.114, 0.049, -0.014], [0.000, 0.100, -0.003], [-0.070, -0.091, -0.076], [-0.043, 0.122, 0.131], [0.093, -0.004, -0.046], [0.027, 0.063, 0.043], [-0.075, 0.031, 0.044], [-0.123, -0.063, -0.021], [0.028, 0.043, 0.103], [0.001, 0.061, 0.014], [0.022, -0.114, -0.086], [-0.080, -0.043, 0.005], [-0.001, -0.053, -0.033], [-0.016, 0.227, -0.024], [0.034, -0.086, 0.050], [-0.055, -0.021, 0.027], [-0.106, 0.091, 0.017], [0.031, 0.058, 0.057], [0.012, 0.088, 0.006], [0.057, -0.139, 0.068], [0.002, 0.055, -0.102], [0.030, -0.099, -0.058], [-0.142, -0.021, -0.043], [0.016, -0.064, 0.053], [-0.165, 0.080, -0.032], [0.052, 0.107, -0.090], [-0.077, 0.013, -0.088], [0.067, -0.033, -0.053], [0.002, -0.033, -0.015], [0.005, 0.095, -0.122], [0.067, 0.096, -0.133], [-0.008, -0.202, 0.058]],
  "homo_energy_ev": -8.09,
  "smiles": "CCOc1ccccc1/C=C/c1onc(C)c1S(=O)(=O)N1CCC(C(=O)N(CC)CC)CC1"
}

Energy above the lowest of the compared OMol25 structures with the same formula, charge and spin values, unit eV, following the record order: 1.814, 1.129, 4.938, 3.754.
E values, unit eV, following the record order: -13514.946, -98283.441, -17392.350, -50965.208.